Run 1
10
Properties=species:S:1:pos:R:3:mulliken_charge:R:1 method="wB97M-V/def2-TZVPD" homo_energy_ev=-8.54 mol_weight_g_mol=104.1 smiles=P[C@@H]1[C@H]2S[C@@H]12 lumo_energy_ev=0.890 orbital_gap_ev=9.4 total_charge=0
P 1.865 -0.472 0.054 -0.045
C -0.037 -0.600 0.245 -0.392
C -0.929 -0.313 -0.944 -0.344
S -2.434 -0.080 0.152 -0.225
C -0.796 0.631 0.217 -0.100
H 1.754 -0.088 1.424 0.047
H 1.980 0.756 -0.582 0.021
H -0.185 -1.402 0.959 0.298
H -0.761 -0.075 -2.008 0.317
H -0.457 1.642 0.484 0.422

=====

Run 2
10
Properties=species:S:1:pos:R:3:mulliken_charge:R:1 method="wB97M-V/def2-TZVPD" homo_energy_ev=-8.60 mol_weight_g_mol=104.1 smiles="S=PC1CC1" lumo_energy_ev=-1.389 orbital_gap_ev=7.2 total_charge=0
S 2.547 -0.024 0.650 -0.257
P 1.951 -0.269 -1.171 0.278
C -0.267 -0.202 -0.830 -0.284
C -0.630 -0.640 0.449 -0.362
C -0.555 0.836 0.171 -0.362
H -0.826 -0.270 -1.828 0.344
H 0.338 -0.931 1.013 0.028
H -1.477 -1.226 0.641 0.299
H -1.472 1.495 0.160 0.262
H 0.390 1.233 0.744 0.054

=====

Which one is most stable, and which one is least stable? run 2 is the most stable of them, while run 1 is the least stable.